one) Below is a molecular structure, C4H4Br4, with properties calculated with ωB97M-V/def2-TZVPD.

CARTESIAN COORDINATES (ANGSTROEM)
C 0.129 0.734 0.311
C -0.846 1.621 -0.059
C 0.621 -0.218 -0.633
C -1.544 2.580 1.231
Br 0.794 0.554 2.099
Br -1.582 1.715 -1.746
Br -2.865 3.666 0.585
Br -0.062 3.612 1.897
H -0.346 -0.895 -0.969
H 1.416 -0.855 -0.199
H 0.984 0.258 -1.547
H -1.914 1.800 2.026

Calculated values
**E_LUMO**: 0.5 eV
**Total charge**: 0
**Orbital gap**: 9.56 eV

two) Below is a molecular structure, C4H4Br4, with properties calculated with ωB97M-V/def2-TZVPD.

CARTESIAN COORDINATES (ANGSTROEM)
C 0.644 0.134 0.410
C 1.691 -0.222 -0.297
C -0.528 -0.776 0.656
C 3.132 0.778 -0.399
Br 0.412 1.781 1.196
Br 1.810 -1.805 -1.278
Br 4.486 -0.114 -1.343
Br 3.889 1.131 1.441
H -1.245 -0.267 1.358
H -0.204 -1.699 1.228
H -0.929 -1.096 -0.223
H 2.910 1.722 -1.015

Calculated values
**E_LUMO**: 0.2 eV
**Total charge**: 0
**Orbital gap**: 9.49 eV

Need the numbers? Relative energies in kJ/mol: one) 24.3; two) 0.0.

one) Below is a single C4H4O4 molecule, with properties calculated with ωB97M-V/def2-TZVPD.

CARTESIAN COORDINATES (ANGSTROEM)
O 1.643 1.793 0.154
C 0.883 0.931 -0.131
O -0.472 1.282 -0.260
C -1.154 0.050 -0.402
O -1.997 -0.063 0.659
C -0.117 -1.068 -0.256
C 1.048 -0.559 -0.078
O 2.319 -0.934 0.181
H -1.753 -0.040 -1.280
H -2.578 0.913 0.846
H -0.579 -2.106 -0.284
H 2.757 -0.200 0.849

Calculated values
**E_LUMO**: 0.3 eV
**SMILES**: O=C1O[C@H](O)C=C1O
**Total charge**: 0
**Orbital gap**: 10.63 eV

two) Below is a single C4H4O4 molecule, with properties calculated with ωB97M-V/def2-TZVPD.

CARTESIAN COORDINATES (ANGSTROEM)
O 0.353 1.813 -1.601
C -0.154 0.980 -0.688
C -1.237 1.061 0.207
O -1.426 -0.205 0.834
C -0.275 -0.886 0.507
O 0.101 -1.797 1.627
C 0.361 -0.378 -0.616
O 1.695 -0.626 -1.152
H 1.225 1.264 -1.645
H -2.145 1.628 0.632
H -0.485 -1.389 2.462
H 1.986 -1.465 -0.567

Calculated values
**E_LUMO**: 0.3 eV
**SMILES**: Oc1coc(O)c1O
**Total charge**: 0
**Orbital gap**: 8.56 eV

Need the numbers? Relative energies in kJ/mol: one) 0.0; two) 213.8.

one) Below is a molecular structure, C2H2Li2NaO2, with properties calculated with ωB97M-V/def2-TZVPD.

CARTESIAN COORDINATES (ANGSTROEM)
O -0.828 0.009 1.389
C -0.539 -0.465 0.163
C 0.720 -0.491 -0.365
Li -0.899 0.825 3.355
Li -0.121 1.935 1.091
H -1.390 -0.656 -0.513
H 1.548 -0.307 0.353
Na 0.483 -0.455 -3.827
O 1.026 -0.395 -1.645

Calculated values
**E_LUMO (alpha / beta)**: -1.3 / -1.3 eV
**Total charge**: 0
**2S+1**: 2
**Orbital gap (alpha / beta)**: 2.67 / 3.74 eV

two) Below is a molecular structure, C2H2Li2NaO2, with properties calculated with ωB97M-V/def2-TZVPD.

CARTESIAN COORDINATES (ANGSTROEM)
O 0.364 0.870 0.243
C -0.690 0.468 -0.500
C -1.399 -0.631 -0.137
Na 2.504 0.934 -0.141
Li -0.781 0.315 1.668
H -2.179 -0.884 -0.872
H -0.839 1.118 -1.385
Li 0.684 -1.188 0.110
O 2.336 -1.001 1.014

Calculated values
**E_LUMO (alpha / beta)**: -0.6 / -0.5 eV
**Total charge**: 0
**2S+1**: 2
**Orbital gap (alpha / beta)**: 6.84 / 6.85 eV

Need the numbers? Relative energies in kJ/mol: one) 85.1; two) 0.0.

one) Below is a single C9H9N3S2 molecule, with properties calculated with ωB97M-V/def2-TZVPD.

CARTESIAN COORDINATES (ANGSTROEM)
N 2.610 -3.079 -0.117
C 1.893 -2.175 -0.222
C 1.152 -0.966 -0.313
C -0.203 -0.703 0.171
S -1.235 -1.894 0.899
C -1.546 -0.605 2.378
C -2.457 0.543 2.059
C -2.580 1.021 0.590
S -0.826 0.940 -0.036
N 1.601 -0.076 -1.386
C 2.687 0.873 -1.307
C 2.974 1.276 -2.513
N 1.948 0.712 -3.545
C 1.188 -0.145 -2.714
H -1.895 -1.273 3.133
H -0.387 -0.409 2.738
H -2.451 1.271 2.952
H -3.381 0.116 2.343
H -2.849 2.175 0.730
H -3.336 0.351 0.016
H 3.513 0.685 -0.372
H 3.622 2.007 -2.685
H -0.041 -0.645 -2.799

Calculated values
**E_LUMO**: -0.5 eV
**SMILES**: N#CC(=C1SCCCS1)n1ccnc1
**Total charge**: 0
**Orbital gap**: 8.28 eV

two) Below is a single C9H9N3S2 molecule, with properties calculated with ωB97M-V/def2-TZVPD.

CARTESIAN COORDINATES (ANGSTROEM)
C 1.016 3.671 -1.269
S 0.177 2.819 0.094
C -0.226 1.415 -0.745
N -0.287 1.175 -2.019
N -1.017 0.051 -2.258
C -1.384 -0.453 -1.128
N -0.882 0.319 -0.052
C -1.109 -0.074 1.293
C 0.000 -0.481 1.968
C 1.229 -0.712 1.290
C 1.252 -1.714 0.403
C 0.209 -2.762 0.406
C -1.112 -2.815 0.134
S -2.221 -1.984 -0.952
H 0.242 3.610 -2.069
H 1.789 3.035 -1.641
H 1.256 4.786 -1.068
H -2.107 -0.058 1.862
H -0.165 -0.525 3.008
H 2.171 -0.223 1.390
H 2.269 -1.833 -0.128
H 0.570 -3.588 0.965
H -1.671 -3.658 0.518

Calculated values
**E_LUMO**: 0.6 eV
**SMILES**: CSc1nnc2n1\C=C/C=C\C=C/S2
**Total charge**: 0
**Orbital gap**: 8.78 eV

Need the numbers? Relative energies in kJ/mol: one) 185.5; two) 0.0.